No. 1
Below is 2 unconnected molecules or ions with the total composition C3H6O2 in a non-equilibrium geometry, with properties calculated with the ωB97M-V functional and the def2-TZVPD basis.

Element x y z (Å)
O -1.761904 0.564171 -0.552115
C -1.411773 -0.563321 -0.607081
O -1.554352 -1.388906 -1.682280
H -0.915977 -1.162566 0.163137
H -2.137864 -0.848999 -2.220487
C 1.369177 -0.103608 0.882114
C 1.278944 1.200871 0.626551
H 2.094386 -0.896990 0.794466
H 0.625955 -0.328858 1.650152
H 1.926542 1.711571 -0.081560
H 0.486866 1.816634 1.027105

Atoms 1-2, force components in eV/Å:
O -0.5 0.8 0.0
C 0.8 -2.0 0.0

The calculation puts the HOMO energy at -10.25 eV. The calculation puts the energy above the lowest of the compared OMol25 structures with the same formula, charge and spin at 170.0 kJ/mol. The calculation puts the maximum force at 2.8 eV/A. Its frontier orbital gap is 11.150 eV.

---

No. 2
Below is a single C3H6O2 molecule, with properties calculated with the ωB97M-V functional and the def2-TZVPD basis.

Element x y z (Å)
O -1.730139 -0.273813 -0.582627
C -0.962994 0.708367 0.061684
C 0.531882 0.421261 -0.056878
C 1.096578 -0.826011 0.449499
O 0.863764 -0.642637 -0.945795
H -1.145788 -0.692473 -1.233229
H -1.171450 1.710389 -0.341038
H -1.250888 0.714963 1.119923
H 1.184792 1.288335 -0.152497
H 0.437276 -1.536496 0.946960
H 2.146968 -0.871888 0.733995

Atoms 1-2, force components in eV/Å:
O 0.0 -0.2 -0.1
C 0.1 0.3 0.2

The calculation puts the HOMO energy at -10.25 eV. The calculation puts the energy above the lowest of the compared OMol25 structures with the same formula, charge and spin at 199.4 kJ/mol. The calculation puts the maximum force at 0.4 eV/A. Its frontier orbital gap is 11.315 eV.

---

No. 3
Below is a single C3H6O2 molecule in a non-equilibrium geometry, with properties calculated with the ωB97M-V functional and the def2-TZVPD basis.

Element x y z (Å)
C 1.193871 0.563641 -0.297358
C 0.437826 -0.487944 0.494024
O -0.714190 -0.996150 -0.185920
C -1.797332 -0.207869 -0.220916
O -1.857271 0.903575 0.258910
H 2.154599 0.789692 0.212145
H 1.475854 0.163873 -1.291269
H 0.593012 1.465278 -0.421641
H 1.021380 -1.375880 0.692778
H 0.113817 -0.072843 1.474253
H -2.621566 -0.745378 -0.715008

Atoms 1-2, force components in eV/Å:
C 0.7 -0.4 -0.4
C -0.1 0.6 1.0

The calculation puts the HOMO energy at -10.75 eV. The calculation puts the energy above the lowest of the compared OMol25 structures with the same formula, charge and spin at 50.1 kJ/mol. The calculation puts the maximum force at 1.2 eV/A. Its frontier orbital gap is 11.748 eV.

---

No. 4
Below is 2 unconnected molecules or ions with the total composition C3H6O2 in a non-equilibrium geometry, with properties calculated with the ωB97M-V functional and the def2-TZVPD basis.

Element x y z (Å)
C -1.598556 -0.236181 -0.066743
C -0.114150 -0.018731 0.185154
O 0.205551 0.713203 1.142580
C 0.824947 -0.521875 -0.725380
O 2.278918 0.798167 0.723921
H -2.119697 -0.403103 0.878573
H -1.773918 -1.080880 -0.735918
H -2.010658 0.665535 -0.530090
H 1.605074 0.169653 -1.015237
H 0.609374 -1.382136 -1.354767
H 2.052712 1.306751 1.515614

Atoms 1-2, force components in eV/Å:
C 0.1 -0.4 0.1
C -1.3 1.2 1.6

The calculation puts the HOMO energy (spin up / spin down) at -9.76 / -9.66 eV. The calculation puts the energy above the lowest of the compared OMol25 structures with the same formula, charge and spin at 498.2 kJ/mol. The calculation puts the maximum force at 2.3 eV/A. Its frontier orbital gap (spin up / spin down) is 8.369 / 9.180 eV.